Computed, not measured: a 5-piece molecular cluster, C65H145O3P4 overall in a non-equilibrium geometry, with the ωB97M-V functional and the def2-TZVPD basis.

XYZ file:
```
217
Properties=species:S:1:pos:R:3:forces:R:3:mulliken_charge:R:1
C 7.956 4.744 -6.452 -1.9 -1.4 0.2 -1.056
C 6.847 3.859 -5.690 3.0 0.9 -0.6 -0.589
C 6.725 4.461 -4.319 -3.4 1.5 1.4 -0.647
C 5.742 5.745 -4.423 0.3 1.2 1.2 -1.390
P 5.182 6.843 -2.934 0.7 -1.0 -0.6 1.304
C 3.962 5.784 -2.118 0.7 0.2 1.6 -1.161
C 3.572 6.296 -0.692 -1.4 -0.1 0.3 -0.205
C 2.316 5.625 -0.090 -1.5 -0.4 -0.4 -1.386
C 2.320 4.057 0.272 0.5 2.2 -0.2 -0.424
C 4.597 8.452 -3.648 -0.6 0.2 0.4 -1.497
C 3.520 9.345 -2.915 1.1 0.4 -1.3 -0.127
C 3.241 10.583 -3.780 -0.5 0.0 -1.0 -0.688
C 2.482 11.709 -3.096 0.1 0.6 0.6 -1.372
C 6.534 7.099 -1.654 -1.0 0.1 -0.6 -1.196
C 6.682 8.584 -1.215 2.3 0.2 0.0 -0.683
C 7.977 8.847 -0.307 -1.0 0.0 -0.5 -0.871
C 7.853 8.435 1.159 -1.0 -0.7 -0.7 -1.079
H 7.413 5.681 -6.583 0.7 0.3 -0.2 0.276
H 8.127 4.289 -7.427 0.3 0.3 0.0 0.360
H 8.877 4.860 -5.882 -0.1 0.0 -0.1 0.309
H 7.175 2.829 -5.550 0.0 -0.1 -0.4 0.351
H 5.960 3.902 -6.322 -0.2 -0.1 0.5 0.332
H 7.590 4.648 -3.682 0.6 0.3 -0.9 0.469
H 6.168 3.790 -3.666 -0.3 -0.3 0.0 0.382
H 4.762 5.503 -4.836 -0.1 -0.6 0.0 0.506
H 6.044 6.554 -5.089 0.7 -0.3 -0.3 0.552
H 4.557 4.876 -2.014 0.0 -0.4 -0.1 0.444
H 3.112 5.518 -2.747 -0.1 0.3 0.1 0.539
H 3.321 7.351 -0.796 -0.2 0.1 0.0 0.243
H 4.238 6.287 0.170 1.2 -0.4 -0.8 0.377
H 1.496 5.923 -0.744 -0.3 -0.8 -0.7 0.522
H 1.957 6.256 0.723 0.7 -0.3 0.8 0.479
H 2.448 3.463 -0.633 0.3 -0.2 0.3 0.347
H 1.446 3.671 0.798 -0.3 0.5 -0.3 0.008
H 3.116 3.951 1.009 0.4 -0.4 -0.3 0.074
H 4.177 8.297 -4.642 0.1 -0.6 -0.1 0.716
H 5.497 9.036 -3.835 0.2 0.0 0.2 0.641
H 3.954 9.819 -2.034 -0.5 -0.9 0.7 0.040
H 2.588 8.780 -2.904 0.1 0.0 1.1 0.380
H 2.599 10.323 -4.621 0.0 -0.4 -0.2 0.307
H 4.153 10.919 -4.274 0.2 0.3 0.3 0.472
H 2.913 12.074 -2.164 0.3 -0.3 0.2 0.348
H 1.450 11.442 -2.866 0.0 -0.2 -0.1 0.326
H 2.444 12.618 -3.695 0.0 -0.2 -0.4 0.396
H 7.412 6.636 -2.104 0.4 0.7 -0.2 0.841
H 6.301 6.370 -0.877 -0.3 0.4 0.4 0.595
H 5.788 9.082 -0.837 -0.1 -0.6 0.4 0.378
H 6.942 9.169 -2.097 -0.2 -0.1 -0.4 0.304
H 8.220 9.909 -0.317 -0.3 0.1 -0.4 0.457
H 8.820 8.373 -0.810 0.0 -0.2 0.0 0.403
H 8.380 7.496 1.327 0.5 0.5 0.6 0.296
H 6.818 8.143 1.331 -0.3 0.2 0.2 0.260
H 8.042 9.284 1.816 0.5 -0.5 0.2 0.329
C -1.930 -5.822 4.289 -0.5 -0.4 1.2 -1.215
C -2.618 -5.153 3.110 0.8 1.2 0.8 -0.343
C -3.207 -3.701 3.413 1.4 -0.7 0.2 -0.692
C -2.093 -2.586 3.748 -1.1 -0.5 -0.3 -0.054
P -2.797 -0.899 3.957 0.2 0.0 -1.6 0.210
C -3.785 -0.876 5.462 0.0 -0.3 0.6 -1.058
C -3.005 -1.201 6.795 -1.0 -0.9 0.0 -0.343
C -3.954 -1.603 7.997 0.3 1.0 -1.4 -0.738
C -4.601 -0.317 8.543 0.7 -0.5 0.1 -1.153
C -1.412 0.375 4.027 -0.4 -0.9 0.2 -0.274
C -1.803 1.831 3.797 -0.8 0.1 -2.5 -0.851
C -1.078 2.465 2.548 1.3 1.2 1.2 0.747
C -1.456 3.983 2.273 0.0 -2.3 0.1 -1.615
C -3.926 -0.638 2.400 1.8 1.5 1.0 -1.651
C -3.146 -0.429 1.064 -0.3 -0.9 0.1 1.074
C -4.005 -0.270 -0.202 0.3 1.0 1.3 0.290
C -3.147 0.422 -1.245 0.0 -2.2 -0.7 -1.411
H -1.631 -6.854 4.109 0.2 0.1 -0.5 0.330
H -2.540 -5.932 5.186 -0.4 0.3 0.0 0.398
H -1.056 -5.268 4.630 0.2 0.1 -0.2 0.221
H -3.390 -5.782 2.667 0.0 0.1 0.0 0.439
H -1.761 -5.061 2.443 -0.4 0.3 -0.9 -0.021
H -3.873 -3.779 4.272 -0.1 0.0 0.0 0.342
H -3.803 -3.473 2.529 0.1 0.5 0.1 0.234
H -1.336 -2.546 2.964 0.0 0.1 -0.2 -0.407
H -1.580 -2.805 4.684 0.0 -0.2 0.0 0.844
H -4.555 -1.639 5.346 0.0 -0.3 -0.1 0.599
H -4.363 0.047 5.411 0.2 0.3 0.5 0.694
H -2.335 -0.407 7.125 -0.2 0.2 -0.1 0.389
H -2.376 -2.076 6.630 0.1 0.0 -0.3 0.146
H -3.390 -2.257 8.663 0.3 0.8 0.6 0.415
H -4.739 -2.308 7.724 -0.2 0.2 -0.7 0.349
H -5.271 -0.617 9.349 -0.1 0.7 0.0 0.360
H -5.075 0.282 7.765 -0.8 -0.6 -0.2 0.310
H -3.857 0.427 8.828 0.3 -0.4 0.8 0.332
H -0.727 -0.008 3.270 0.2 0.2 -0.2 -0.208
H -0.915 0.305 4.995 0.0 -0.5 0.1 0.889
H -1.804 2.435 4.704 0.2 0.0 -0.2 0.445
H -2.813 1.812 3.387 -0.6 0.3 0.6 0.236
H -1.124 1.851 1.648 -0.7 -0.1 0.1 -0.423
H -0.004 2.421 2.726 0.3 0.1 0.2 0.124
H -2.539 4.019 2.389 0.0 0.6 0.0 0.483
H -1.195 4.200 1.238 0.0 0.2 0.1 0.377
H -0.939 4.653 2.961 -0.2 0.0 -0.1 0.341
H -4.290 0.375 2.568 -0.9 -0.2 0.4 0.749
H -4.703 -1.400 2.456 0.0 0.2 -0.2 0.725
H -2.457 -1.258 0.904 0.3 0.0 -0.1 0.061
H -2.563 0.491 1.061 0.2 -0.2 0.8 -0.934
H -4.795 0.465 -0.046 -0.7 -0.5 0.5 0.389
H -4.363 -1.252 -0.511 -0.2 0.3 -0.2 -0.227
H -2.355 -0.304 -1.427 0.6 0.4 -0.4 0.221
H -2.709 1.378 -0.957 -0.4 0.0 -0.1 0.419
H -3.767 0.391 -2.141 0.3 0.9 -0.4 0.432
C 1.663 -7.453 3.157 1.0 0.4 0.4 -1.362
C 2.314 -5.995 3.111 -1.2 -2.2 -1.2 -0.379
C 1.617 -5.027 2.125 -0.4 0.2 1.7 -0.384
C 1.665 -3.518 2.568 0.5 -0.2 -1.1 0.509
P 3.313 -2.607 2.461 1.0 -1.3 1.2 0.024
C 3.274 -0.797 2.671 1.3 -1.0 -1.2 -0.188
C 4.699 -0.073 2.524 -1.2 0.7 0.1 -0.491
C 4.395 1.438 2.417 0.2 -0.6 0.5 -0.173
C 4.137 2.212 3.723 -0.4 0.0 -0.9 -1.279
C 4.523 -3.282 3.718 -1.7 -0.5 -1.4 -1.225
C 4.031 -3.122 5.129 1.2 -0.1 1.4 -0.373
C 4.889 -4.050 6.031 0.6 1.0 2.3 -0.424
C 5.430 -3.369 7.337 0.1 0.8 0.1 -1.461
C 4.048 -3.064 0.880 -0.2 1.1 -0.9 -1.789
C 3.089 -2.796 -0.304 -1.3 -0.2 2.0 1.353
C 3.384 -3.600 -1.469 1.6 -1.2 -2.5 -1.074
C 2.659 -3.238 -2.794 0.4 0.1 0.5 -0.905
H 0.629 -7.488 3.498 -0.1 0.2 -0.6 0.187
H 2.189 -8.062 3.892 0.2 0.4 0.5 0.463
H 1.908 -8.073 2.295 -0.7 0.5 -0.6 0.384
H 3.307 -6.249 2.741 0.4 0.7 0.7 0.289
H 2.206 -5.653 4.140 0.7 0.4 -0.1 0.165
H 0.550 -5.233 2.198 -0.3 -0.1 0.2 0.012
H 1.771 -5.171 1.056 0.8 0.0 0.1 0.245
H 1.214 -3.368 3.549 0.2 -0.1 0.1 1.152
H 0.974 -3.124 1.823 0.2 1.2 0.2 -0.892
H 2.675 -0.517 3.538 0.2 0.1 -0.1 0.848
H 2.719 -0.633 1.748 -0.5 1.1 0.0 -0.283
H 5.238 -0.250 1.593 -0.5 -0.9 -0.2 0.316
H 5.460 -0.218 3.291 -0.5 -0.5 0.4 0.374
H 3.520 1.530 1.774 0.0 0.2 -0.2 -0.121
H 5.245 1.851 1.874 0.0 0.4 0.1 0.525
H 4.177 3.242 3.368 0.1 0.3 0.7 0.409
H 4.808 2.033 4.563 0.3 0.0 -0.3 0.329
H 3.122 2.051 4.086 -0.1 -0.1 0.0 0.269
H 5.522 -2.906 3.498 -0.1 0.5 0.2 0.730
H 4.602 -4.346 3.499 -0.1 -0.2 -0.1 0.687
H 2.982 -3.342 5.328 -0.1 -0.2 -0.6 0.253
H 4.146 -2.096 5.478 0.2 0.2 -0.1 0.317
H 5.862 -4.339 5.632 -0.5 -0.3 -1.0 0.349
H 4.320 -4.921 6.354 0.1 -0.2 -0.4 0.251
H 5.904 -2.406 7.152 -0.1 0.2 -0.7 0.390
H 6.268 -3.894 7.796 -0.3 -0.6 -0.1 0.394
H 4.738 -3.107 8.138 -0.5 -0.5 -0.1 0.349
H 4.412 -4.091 0.927 -0.1 0.0 0.1 0.547
H 4.868 -2.382 0.654 0.5 -0.3 0.6 0.801
H 3.157 -1.750 -0.604 -0.5 0.1 0.4 0.321
H 2.110 -3.103 0.065 -0.5 0.9 -0.3 -0.919
H 3.301 -4.682 -1.365 -0.5 -0.2 0.6 0.413
H 4.471 -3.539 -1.530 0.4 0.3 -0.9 0.437
H 2.451 -2.177 -2.928 0.1 0.1 0.3 0.272
H 1.696 -3.747 -2.813 0.1 0.0 -0.2 -0.005
H 3.274 -3.529 -3.646 -0.2 -0.3 0.0 0.431
C -9.666 -6.772 -3.830 0.6 1.0 -0.1 -1.134
C -8.812 -6.097 -4.919 1.3 -0.4 0.4 -0.825
C -7.374 -5.667 -4.411 -0.3 -2.4 -1.0 -1.008
C -7.366 -4.456 -3.572 -1.5 1.6 1.1 -0.778
P -5.838 -3.581 -3.479 0.3 0.1 0.5 0.854
C -5.393 -3.227 -5.171 0.9 1.6 -0.3 -1.598
C -4.870 -1.719 -5.399 0.5 -1.4 -1.8 -0.369
C -4.069 -1.622 -6.759 1.0 -0.9 1.7 -0.760
C -4.698 -2.196 -7.982 -2.4 1.1 -0.1 -1.325
C -4.606 -4.827 -2.803 -1.2 0.9 -1.4 -1.423
C -3.177 -4.549 -3.139 1.4 -1.9 1.6 -0.664
C -2.503 -3.658 -2.076 -1.4 0.4 -0.9 0.208
C -1.029 -3.888 -1.878 0.0 0.8 0.0 -1.246
C -5.943 -2.068 -2.473 -1.0 -0.5 -0.7 0.268
C -7.122 -1.086 -2.795 -0.5 0.6 1.8 -1.037
C -7.898 -0.486 -1.503 1.9 -1.7 -0.5 -0.418
C -8.919 -1.420 -0.828 0.1 0.9 -0.8 -1.248
H -10.588 -7.156 -4.267 0.0 0.0 0.3 0.382
H -9.863 -6.093 -3.000 -0.4 0.1 0.0 0.297
H -9.056 -7.564 -3.395 -0.2 -0.3 -0.2 0.311
H -9.186 -5.220 -5.447 -0.7 0.1 0.4 0.402
H -8.727 -6.858 -5.695 0.5 0.1 -0.1 0.376
H -6.712 -5.632 -5.276 -0.1 0.7 -0.3 0.473
H -6.862 -6.468 -3.877 -0.5 -0.4 0.4 0.451
H -7.759 -4.545 -2.559 0.2 -0.8 0.4 0.569
H -8.131 -3.764 -3.924 0.2 0.5 -0.6 0.535
H -6.184 -3.340 -5.912 -0.4 -0.3 0.5 0.862
H -4.705 -4.048 -5.370 0.6 0.4 -0.5 0.881
H -4.213 -1.326 -4.623 -0.2 -0.2 0.2 0.015
H -5.760 -1.103 -5.522 0.0 0.1 0.4 0.391
H -3.162 -2.218 -6.651 0.4 0.0 0.5 0.314
H -3.673 -0.612 -6.859 -0.5 0.2 -0.3 0.507
H -4.132 -1.930 -8.874 0.0 -0.8 0.0 0.362
H -5.681 -1.741 -8.101 -0.1 0.9 -0.4 0.374
H -5.132 -3.188 -7.855 1.3 -0.7 -0.3 0.336
H -4.971 -5.625 -3.451 0.1 -0.6 0.3 0.529
H -4.701 -5.085 -1.748 -0.5 0.1 -0.1 0.575
H -3.007 -4.357 -4.198 0.2 0.7 0.2 0.437
H -2.650 -5.487 -2.962 -0.2 -0.6 -0.4 0.521
H -3.028 -3.660 -1.121 -0.4 -0.4 0.0 0.307
H -2.769 -2.719 -2.562 0.9 1.1 0.8 -0.200
H -0.658 -3.375 -2.766 1.3 -0.4 0.4 0.436
H -0.678 -4.905 -1.700 -0.5 -0.4 -1.0 0.495
H -0.672 -3.470 -0.937 0.0 0.9 -0.2 -0.130
H -4.975 -1.590 -2.619 0.0 0.0 0.4 -0.640
H -6.032 -2.533 -1.491 0.1 0.5 0.4 0.841
H -7.904 -1.506 -3.427 0.2 -0.1 -0.3 0.532
H -6.727 -0.174 -3.244 0.2 -0.4 -0.5 0.430
H -8.281 0.465 -1.871 -0.5 -0.2 0.4 0.481
H -7.131 -0.293 -0.753 0.2 0.5 -0.1 -0.025
H -8.575 -2.345 -0.366 0.6 0.0 -0.3 0.258
H -9.621 -1.672 -1.623 -0.7 -0.1 0.6 0.314
H -9.328 -0.850 0.007 -0.7 -0.1 -0.3 0.450
O 0.402 -0.754 -1.369 -0.5 1.3 -1.0 -0.640
C 0.655 -0.144 -0.159 3.2 0.7 -1.2 0.447
O 1.343 0.849 -0.079 0.2 1.9 0.1 -0.778
O 0.346 -0.958 0.719 -1.6 -1.3 4.0 -0.045
H -0.020 -1.356 -0.751 -1.3 -2.7 -1.4 0.012
```
Forces are in eV/Å.

Calculated values
multiplicity = 1
ΔE to the lowest compared entry with this formula, charge and spin = 7.928 eV
charge = +3
HOMO = -13.4 eV